# 1
The following is a DFT calculation (wB97M-V/def2-TZVPD) of a molecular structure, C25H32As2ClO12PPtS2.

Properties
2S+1: 2
Orbital gap (alpha / beta): 5.78 / 5.74 eV
Relative energy (zero: lowest compared OMol25 entry of this formula, charge and spin): 0.593 eV
Net charge: -1
E_HOMO (alpha / beta): -3.65 / -3.60 eV
⟨S²⟩: 0.757

```
76
Properties=species:S:1:pos:R:3:mulliken_spin:R:1
Pt -0.089 0.635 -1.475 0.6759
C -3.994 -2.567 2.100 -0.0014
C -4.269 -1.604 0.968 0.0006
O -3.355 -0.504 1.077 -0.0031
P -2.682 0.091 -0.257 -0.0247
S -1.668 1.710 0.262 0.1291
S -1.747 -1.314 -1.306 0.1055
O -4.028 0.508 -1.048 -0.0010
C -3.887 1.125 -2.335 0.0008
C -5.224 1.713 -2.720 -0.0014
H -4.736 -3.368 2.099 -0.0002
H -4.041 -2.050 3.059 0.0002
H -3.000 -2.998 1.987 0.0017
H -5.283 -1.200 1.017 0.0007
H -4.140 -2.096 0.001 -0.0019
H -3.556 0.367 -3.050 0.0004
H -3.114 1.896 -2.279 0.0006
H -5.988 0.935 -2.765 0.0000
H -5.155 2.189 -3.699 0.0000
H -5.537 2.458 -1.989 0.0003
Cl 5.561 2.144 -6.051 -0.0001
C 4.083 1.581 -5.294 -0.0016
C 3.539 0.345 -5.675 0.0084
C 2.398 -0.117 -5.083 0.0025
C 1.693 0.620 -4.067 0.0168
O 0.653 0.113 -3.548 0.0343
C 2.262 1.899 -3.736 -0.0108
C 1.648 2.841 -2.828 0.0181
O 0.547 2.760 -2.296 0.0095
C 3.455 2.333 -4.344 0.0039
H 4.034 -0.238 -6.441 0.0009
H 1.976 -1.071 -5.374 0.0003
H 2.262 3.738 -2.619 0.0001
H 3.867 3.293 -4.056 -0.0001
C 1.622 -3.089 -2.596 0.0013
O 1.637 -2.265 -1.431 0.0050
C 1.510 -2.854 -0.244 0.0056
O 1.581 -4.045 -0.063 -0.0006
C 1.346 -1.823 0.832 0.0014
C 0.857 -2.173 2.020 0.0047
As 0.983 -1.180 3.699 -0.0005
C -0.945 -1.213 4.076 0.0002
C 1.079 0.700 3.070 -0.0060
C 1.422 1.114 1.851 0.0003
As 1.651 0.005 0.220 0.0193
C 3.611 -0.065 0.110 -0.0043
C 1.523 2.517 1.285 0.0078
O 2.295 2.737 0.377 -0.0016
O 0.660 3.417 1.731 0.0055
C 0.537 4.576 0.895 0.0010
C 0.940 1.524 4.327 0.0000
O 0.810 0.977 5.403 -0.0001
O 1.009 2.844 4.203 0.0000
C 0.889 3.580 5.420 -0.0001
C 0.340 -3.551 2.300 -0.0015
O 0.721 -4.235 3.219 0.0000
O -0.677 -3.876 1.496 -0.0016
C -1.112 -5.233 1.569 0.0002
H 1.309 -2.428 -3.399 -0.0009
H 0.919 -3.909 -2.465 -0.0007
H 2.619 -3.492 -2.782 0.0001
H -1.253 -2.256 4.155 0.0001
H -1.501 -0.725 3.275 -0.0002
H -1.122 -0.712 5.025 0.0000
H 4.051 -0.418 1.043 0.0002
H 3.968 0.935 -0.119 0.0002
H 3.862 -0.748 -0.701 0.0001
H -0.395 5.047 1.196 0.0001
H 0.502 4.280 -0.153 0.0004
H 1.379 5.249 1.058 0.0000
H 1.126 4.607 5.161 0.0000
H 1.576 3.200 6.174 0.0000
H -0.130 3.510 5.800 0.0000
H -1.576 -5.446 0.610 0.0002
H -1.838 -5.354 2.375 0.0001
H -0.267 -5.895 1.743 0.0001
```



# 2
The following is a DFT calculation (wB97M-V/def2-TZVPD) of a molecular structure, C25H32AsCoO9PS.

Properties
2S+1: 4
Orbital gap (alpha / beta): 8.66 / 8.95 eV
Relative energy (zero: lowest compared OMol25 entry of this formula, charge and spin): 0.628 eV
E_HOMO (alpha / beta): -8.42 / -8.70 eV
⟨S²⟩: 3.757

```
70
Properties=species:S:1:pos:R:3:mulliken_spin:R:1
Co 0.164 -0.296 -0.237 2.6404
C 0.954 1.364 -3.025 0.0025
O 0.138 0.334 -2.462 0.0285
C -0.377 -0.562 -3.421 0.0001
C -1.222 -1.585 -2.685 0.0046
O -0.517 -2.146 -1.577 0.0277
C 0.433 -3.153 -1.946 0.0044
C 1.608 -3.041 -1.008 -0.0047
O 2.071 -1.703 -0.967 0.0493
C 3.105 -1.406 -1.887 -0.0015
H 0.358 1.955 -3.728 0.0012
H 1.801 0.927 -3.559 -0.0008
H 1.301 1.982 -2.203 -0.0002
H 0.442 -1.045 -3.965 -0.0008
H -0.988 -0.024 -4.155 0.0014
H -1.543 -2.376 -3.367 0.0010
H -2.115 -1.118 -2.272 -0.0042
H 0.736 -3.018 -2.986 -0.0006
H -0.032 -4.137 -1.844 0.0011
H 2.406 -3.724 -1.314 0.0013
H 1.291 -3.289 0.003 0.0003
H 3.964 -2.059 -1.712 0.0015
H 3.403 -0.375 -1.711 -0.0003
H 2.775 -1.523 -2.925 0.0002
O 3.286 2.829 -0.217 0.0033
As 2.254 2.007 0.995 0.0060
O 1.928 3.150 2.106 0.0071
O 1.047 1.406 -0.043 0.0796
C 3.424 0.457 1.279 -0.0072
C 4.743 0.548 0.836 0.0008
C 5.559 -0.573 0.815 0.0000
C 5.068 -1.808 1.216 -0.0003
C 3.764 -1.914 1.667 -0.0006
C 2.951 -0.789 1.703 0.0095
S 1.342 -0.991 2.425 0.0022
O 1.498 -1.950 3.479 0.0024
O 0.926 0.354 2.773 0.0009
O 0.461 -1.534 1.328 0.0653
H 3.353 3.731 0.126 -0.0004
H 5.115 1.503 0.499 -0.0001
H 6.586 -0.480 0.484 0.0000
H 5.707 -2.682 1.195 0.0000
H 3.376 -2.858 2.030 -0.0001
C -2.415 1.933 -1.401 0.0051
P -1.943 0.862 0.002 0.0353
C -1.899 2.003 1.415 0.0017
C -2.212 1.527 2.685 0.0050
C -2.089 2.356 3.789 -0.0018
C -1.646 3.660 3.632 0.0038
C -1.322 4.135 2.370 -0.0022
C -1.444 3.309 1.265 0.0036
C -3.419 -0.154 0.312 -0.0002
C -3.224 -1.479 0.699 0.0128
C -4.313 -2.299 0.974 0.0032
C -5.600 -1.800 0.850 0.0004
C -5.803 -0.480 0.462 0.0002
C -4.718 0.340 0.198 -0.0060
H -3.137 2.684 -1.082 0.0018
H -2.849 1.328 -2.197 -0.0010
H -1.526 2.432 -1.784 -0.0028
H -2.537 0.502 2.818 0.0014
H -2.324 1.975 4.774 0.0000
H -1.525 4.299 4.497 0.0003
H -0.945 5.142 2.248 0.0000
H -1.142 3.677 0.292 0.0003
H -2.215 -1.865 0.800 0.0177
H -4.152 -3.323 1.285 0.0002
H -6.450 -2.436 1.064 0.0000
H -6.809 -0.090 0.372 0.0000
H -4.886 1.374 -0.082 0.0006
```



# 3
The following is a DFT calculation (wB97M-V/def2-TZVPD) of a molecular structure, C25H32AuCl2N2O2S.

Properties
2S+1: 3
Orbital gap (alpha / beta): 6.34 / 4.38 eV
Net charge: +3
E_HOMO (alpha / beta): -15.47 / -15.44 eV
⟨S²⟩: 2.072

```
65
Properties=species:S:1:pos:R:3:mulliken_spin:R:1
Au -1.231 0.828 0.431 0.0006
Cl -3.535 5.129 0.778 0.0251
C -4.088 3.643 0.145 0.0252
Cl -2.884 -0.552 1.398 0.0008
H -5.181 3.595 0.285 0.0036
H -3.491 0.247 2.181 0.0000
N 0.302 1.959 -0.358 0.0013
C 1.063 1.304 -1.424 -0.0009
C 0.386 0.761 -2.509 0.0013
C 1.115 0.157 -3.525 -0.0007
C 2.502 0.087 -3.444 0.0001
C 3.162 0.624 -2.350 0.0000
C 2.442 1.240 -1.332 -0.0002
H -0.058 2.858 -0.690 -0.0003
H 0.941 2.192 0.405 -0.0001
H -0.696 0.816 -2.566 0.0001
H 0.598 -0.251 -4.384 0.0002
H 3.067 -0.376 -4.242 0.0000
H 4.241 0.579 -2.289 0.0000
H 2.961 1.672 -0.485 0.0001
O -1.020 -2.145 -0.239 0.0755
S -0.212 -2.860 -1.247 0.1015
C 1.542 -2.529 -0.861 -0.0011
C 2.018 -2.994 0.479 0.0085
C 2.868 -4.094 0.573 0.0032
C 3.288 -4.553 1.814 -0.0021
C 2.856 -3.918 2.969 0.0033
C 2.014 -2.817 2.883 -0.0002
C 1.599 -2.353 1.643 0.0019
C -0.183 -4.681 -0.699 0.0569
C -1.454 -5.341 -0.938 0.1673
C -2.486 -5.280 0.047 0.0910
C -3.650 -5.963 -0.142 0.0508
C -3.832 -6.709 -1.329 0.2593
C -2.834 -6.757 -2.329 0.0488
C -1.668 -6.078 -2.143 0.0833
H 1.575 -1.441 -0.967 0.0071
H 2.108 -2.961 -1.690 -0.0015
H 3.223 -4.582 -0.328 -0.0001
H 3.958 -5.399 1.877 -0.0001
H 3.186 -4.272 3.936 0.0001
H 1.691 -2.313 3.784 0.0000
H 0.949 -1.489 1.573 -0.0007
H 0.076 -4.599 0.358 0.0211
H 0.635 -5.108 -1.280 0.0124
H -2.312 -4.703 0.946 0.0027
H -4.432 -5.950 0.604 0.0030
H -4.757 -7.253 -1.478 0.0046
H -3.002 -7.339 -3.225 0.0032
H -0.883 -6.108 -2.888 -0.0004
C -1.654 6.975 1.210 0.9162
N -0.478 7.292 1.532 -0.0823
C -0.167 8.649 2.081 0.0691
C 0.642 6.306 1.319 0.0452
C 2.022 6.862 1.450 0.0083
O 0.328 5.186 1.058 -0.0108
H -2.751 6.656 1.091 0.0254
H -4.868 5.196 1.515 -0.0215
H -2.340 5.040 -0.042 -0.0034
H -1.092 9.218 2.113 -0.0046
H 0.546 9.147 1.434 0.0019
H 0.237 8.541 3.084 -0.0026
H 2.193 7.622 0.686 0.0002
H 2.738 6.058 1.322 0.0038
H 2.167 7.332 2.421 -0.0005
```



# 4
The following is a DFT calculation (wB97M-V/def2-TZVPD) of a molecular structure, C25H32B2BrF2NO2PbSi2.

Properties
2S+1: 1
Orbital gap: 3.22 eV
Relative energy (zero: lowest compared OMol25 entry of this formula, charge and spin): 0.000 eV
Net charge: -2
E_HOMO: 0.59 eV

```
68
Properties=species:S:1:pos:R:3:nbo_charge:R:1
Pb -0.258 -0.151 0.679 -0.1248
C -3.420 1.598 -1.115 -1.0876
Si -2.938 -0.274 -1.022 0.8279
C -4.726 -1.038 -1.068 -1.1184
C -2.333 -0.422 -2.847 -0.4071
C -3.194 -0.779 -3.896 -0.1857
C -2.796 -0.755 -5.226 -0.2604
C -1.505 -0.354 -5.545 -0.2645
C -0.629 -0.022 -4.519 -0.2114
C -0.999 -0.071 -3.170 -0.4565
Si 0.404 0.207 -1.870 1.1482
C 1.331 1.757 -2.476 -1.1238
C 1.590 -1.219 -2.321 -1.1206
H -4.153 1.782 -1.914 0.1799
H -2.531 2.201 -1.322 0.2189
H -3.834 1.957 -0.169 0.2107
H -5.438 -0.445 -1.662 0.1818
H -5.111 -1.094 -0.046 0.2101
H -4.719 -2.060 -1.466 0.1981
H -4.215 -1.070 -3.663 0.1832
H -3.491 -1.036 -6.012 0.1794
H -1.181 -0.308 -6.580 0.1817
H 0.386 0.268 -4.780 0.1864
H 1.887 1.568 -3.401 0.1992
H 2.039 2.077 -1.708 0.2323
H 0.636 2.583 -2.651 0.2224
H 1.722 -1.317 -3.404 0.1997
H 1.203 -2.163 -1.929 0.2282
H 2.567 -1.062 -1.855 0.2250
C 7.605 1.403 4.939 -0.5952
C 7.978 0.865 3.550 -0.0709
C 8.401 2.037 2.654 -0.5952
C 9.181 -0.064 3.714 -0.6022
C 6.771 0.156 2.931 -0.0464
C 6.807 -1.177 2.536 -0.2488
C 5.695 -1.816 1.967 -0.2674
C 4.547 -1.082 1.802 0.2339
O 3.346 -1.450 1.298 -0.7101
B 2.453 -0.304 1.351 0.5961
O 3.262 0.749 1.935 -0.7120
C 4.494 0.255 2.190 0.3197
C 5.580 0.884 2.751 -0.2980
H 8.461 1.909 5.396 0.1874
H 7.295 0.585 5.592 0.2093
H 6.780 2.114 4.882 0.2125
H 9.239 2.581 3.100 0.1870
H 7.578 2.737 2.505 0.2140
H 8.706 1.672 1.671 0.2091
H 10.020 0.495 4.136 0.1948
H 9.500 -0.477 2.755 0.2077
H 8.954 -0.894 4.387 0.2074
H 7.711 -1.758 2.661 0.1937
H 5.744 -2.856 1.669 0.2087
H 5.495 1.923 3.045 0.2056
Br 0.437 -6.186 3.104 0.0009
C -0.194 -5.191 1.605 -0.1171
C -1.206 -5.710 0.818 -0.2295
C -1.620 -4.955 -0.265 -0.2505
C -0.989 -3.742 -0.519 0.0527
N -0.011 -3.267 0.242 -0.3685
C 0.380 -3.969 1.298 0.0145
H -1.647 -6.671 1.046 0.2132
H -2.416 -5.301 -0.912 0.2131
H -1.285 -3.114 -1.354 0.2252
H 1.165 -3.531 1.906 0.2213
F 0.490 2.939 1.966 -0.5612
B -0.490 2.203 1.389 0.8557
F -1.679 2.841 1.531 -0.5634
```



Quick rundown of E_tot, same order as above: -219423.0337; -163461.6799; -73052.1060; -129866.6390 eV